(1)
# C27H67ClINO14PS2

A 10-piece molecular cluster, C27H67ClINO14PS2 overall in a non-equilibrium geometry (ωB97M-V/def2-TZVPD, the OMol25 dataset).

The geometry in ORCA input format:
```
! RIJCOSX wB97M-V def2-TZVPD def2/J DEFGRID3
* xyz 1 1
C -5.280 -1.441 2.431
C -5.664 -2.532 1.291
O -4.986 -3.775 1.637
C -4.525 -4.476 0.446
C -3.084 -3.963 -0.057
C -1.885 -4.270 0.914
C -2.173 -5.072 2.261
O -2.606 -6.450 2.026
O -1.572 -7.175 1.501
C -0.472 -3.744 0.457
I 1.190 -4.082 1.788
C -0.256 -3.001 -0.889
P 1.337 -2.341 -1.612
O 1.478 -2.941 -3.233
O 2.769 -2.772 -0.833
S 1.285 -0.389 -1.804
C -1.558 -2.763 -1.752
Cl -1.484 -1.847 -3.342
N -2.879 -3.253 -1.330
S -4.221 -2.932 -2.430
H -5.970 -0.536 2.234
H -4.205 -1.051 2.332
H -5.478 -1.818 3.488
H -5.217 -2.164 0.306
H -6.787 -2.755 1.246
H -5.357 -4.337 -0.337
H -4.513 -5.610 0.672
H -1.269 -5.159 2.967
H -2.997 -4.563 2.893
H -1.972 -8.067 1.333
H 1.567 -3.929 -3.133
H 3.529 -2.879 -1.449
H -4.965 -1.888 -1.875
C 1.511 -3.686 7.181
C 1.371 -3.767 5.675
O 0.053 -4.177 5.325
H 1.298 -4.656 7.638
H 2.520 -3.377 7.463
H 0.794 -2.971 7.599
H 2.074 -4.496 5.264
H 1.571 -2.795 5.211
H -0.561 -3.522 5.684
C 2.340 3.935 -1.870
C 2.358 3.555 -0.403
O 1.209 2.776 -0.083
H 1.436 4.503 -2.107
H 3.213 4.537 -2.128
H 2.329 3.041 -2.502
H 2.347 4.449 0.224
H 3.255 2.975 -0.160
H 1.232 1.983 -0.636
C 1.959 8.123 0.655
C 2.296 7.241 1.842
O 3.164 6.187 1.440
H 1.480 7.537 -0.134
H 1.288 8.933 0.949
H 2.867 8.556 0.225
H 1.389 6.793 2.254
H 2.786 7.819 2.631
H 3.967 6.591 1.084
C 5.611 3.918 -5.666
C 6.128 4.037 -4.246
O 5.121 3.643 -3.322
H 4.727 4.540 -5.806
H 6.375 4.223 -6.386
H 5.314 2.887 -5.884
H 6.404 5.071 -4.026
H 7.010 3.405 -4.096
H 4.889 2.725 -3.517
C -1.275 -3.815 10.889
C -0.191 -2.857 10.435
O -0.476 -2.377 9.125
H -1.352 -4.661 10.200
H -1.065 -4.195 11.891
H -2.250 -3.321 10.897
H 0.777 -3.361 10.407
H -0.117 -2.002 11.114
H -1.330 -1.925 9.159
C -6.693 -6.078 -4.536
C -6.146 -5.947 -3.128
O -7.131 -6.337 -2.179
H -7.584 -5.458 -4.660
H -5.947 -5.776 -5.275
H -6.992 -7.110 -4.740
H -5.869 -4.911 -2.920
H -5.259 -6.576 -2.993
H -7.365 -7.256 -2.362
C 4.540 6.694 -9.628
C 5.007 5.785 -8.508
O 3.938 5.528 -7.605
H 4.169 7.640 -9.224
H 5.354 6.903 -10.326
H 3.713 6.236 -10.178
H 5.818 6.254 -7.947
H 5.368 4.830 -8.905
H 3.228 5.105 -8.106
C 7.821 4.640 -0.701
C 9.138 4.419 -1.417
O 10.205 4.998 -0.675
H 7.632 5.708 -0.565
H 6.992 4.204 -1.265
H 7.842 4.190 0.296
H 9.120 4.888 -2.404
H 9.339 3.351 -1.546
H 10.221 4.572 0.192
C -8.622 0.552 1.222
C -8.487 0.260 -0.257
O -8.649 -1.133 -0.492
H -7.876 -0.008 1.790
H -8.493 1.618 1.423
H -9.604 0.242 1.592
H -7.497 0.551 -0.616
H -9.238 0.806 -0.835
H -9.529 -1.382 -0.179
*
```

For the strongest force on any atom, the calculation gives 4.77 eV/Å. The value obtained for the orbital gap is 0.2269 hartree. The calculation puts the HOMO energy at -10.9 eV.

***

(2)
# C27H67N4O9Zn

C27H67N4O9Zn as an isolated structure in a non-equilibrium geometry (ωB97M-V/def2-TZVPD, the OMol25 dataset).

The geometry in ORCA input format:
```
! RIJCOSX wB97M-V def2-TZVPD def2/J DEFGRID3
* xyz 1 1
Zn 0.847 25.132 12.393
C 4.680 25.637 14.089
C 3.182 25.817 14.208
C 2.800 27.214 14.707
O 2.515 25.381 13.060
H 5.120 26.110 13.208
H 4.964 24.591 14.207
H 5.277 26.067 14.904
H 2.896 25.138 15.036
H 3.355 27.972 14.142
H 3.219 27.270 15.716
H 1.740 27.455 14.754
C 4.107 21.779 14.863
O 4.847 20.602 14.583
C 5.088 19.765 15.697
C 6.235 18.845 15.419
N 7.549 19.390 15.630
C 8.604 18.371 15.664
C 9.077 17.889 14.303
O 10.157 18.668 13.795
C 9.790 19.616 12.828
H 4.757 22.621 15.093
H 3.322 21.589 15.601
H 3.625 21.918 13.890
H 4.198 19.162 15.946
H 5.247 20.345 16.617
H 6.117 18.364 14.425
H 6.088 17.927 16.005
H 7.799 20.051 14.906
H 8.310 17.486 16.235
H 9.467 18.744 16.221
H 8.256 17.752 13.594
H 9.572 16.923 14.452
H 9.209 19.181 12.006
H 10.688 20.102 12.455
H 9.159 20.418 13.249
C 1.731 30.155 22.275
O 2.868 29.346 22.196
C 3.529 29.422 20.942
C 4.768 28.538 21.032
N 5.608 28.596 19.860
C 6.404 29.783 19.641
C 6.993 29.787 18.241
O 5.958 29.854 17.276
C 6.051 28.866 16.272
H 1.951 31.208 22.479
H 1.101 29.767 23.076
H 1.133 30.106 21.353
H 3.778 30.465 20.711
H 2.849 29.034 20.169
H 4.420 27.506 21.108
H 5.320 28.805 21.932
H 5.185 28.258 19.011
H 7.226 29.841 20.363
H 5.855 30.734 19.759
H 7.671 28.932 18.148
H 7.617 30.684 18.158
H 5.816 27.848 16.626
H 7.081 28.759 15.912
H 5.367 29.147 15.477
C 0.440 22.197 13.306
O 1.238 22.924 12.336
C 1.248 22.433 11.010
C 1.669 23.607 10.118
N 0.807 24.790 10.395
C 1.251 26.045 9.720
C 0.499 27.227 10.295
O 0.723 27.240 11.703
C 0.072 28.345 12.349
H 0.759 21.160 13.170
H -0.617 22.301 13.071
H 0.775 22.497 14.292
H 0.233 22.149 10.705
H 2.002 21.654 10.906
H 1.602 23.399 9.049
H 2.723 23.809 10.321
H -0.059 24.538 9.925
H 0.944 25.970 8.673
H 2.326 26.185 9.790
H -0.579 27.203 10.091
H 0.870 28.130 9.799
H -0.984 28.434 12.096
H 0.625 29.258 12.127
H 0.188 28.172 13.417
C 2.624 30.343 16.505
O 2.546 31.263 15.468
C 1.438 31.026 14.609
C 1.387 32.155 13.603
N 0.981 33.439 14.113
C -0.506 33.562 14.245
C -0.850 35.016 14.408
O -0.385 35.455 15.650
C -1.025 36.641 16.076
H 3.179 29.413 16.383
H 1.685 30.159 17.057
H 3.111 30.804 17.381
H 0.529 30.984 15.226
H 1.584 30.048 14.124
H 0.763 31.864 12.749
H 2.389 32.177 13.154
H 1.335 33.512 15.063
H -0.833 32.971 15.108
H -0.898 33.136 13.321
H -1.935 35.161 14.295
H -0.374 35.568 13.587
H -0.475 37.041 16.921
H -2.064 36.423 16.364
H -1.107 37.382 15.273
*
```

For the strongest force on any atom, the calculation gives 3.00 eV/Å. The value obtained for the orbital gap is 0.2132 hartree. The calculation puts the HOMO energy at -9.8 eV.

***

(3)
# C27H68F24N5O4P4

A 9-piece molecular cluster, C27H68F24N5O4P4 overall in a non-equilibrium geometry (ωB97M-V/def2-TZVPD, the OMol25 dataset).

The geometry in ORCA input format:
```
! RIJCOSX wB97M-V def2-TZVPD def2/J DEFGRID3
* xyz 1 1
C 1.074 1.168 -0.795
C -0.236 1.819 -0.618
O -1.177 1.539 0.059
N -0.394 2.968 -1.592
H -0.675 3.746 -0.961
H 0.464 3.354 -2.008
C -1.439 2.673 -2.623
H 1.912 1.781 -0.450
H 1.262 0.979 -1.855
H 1.125 0.189 -0.324
H -2.364 2.621 -2.050
H -1.346 1.763 -3.208
H -1.421 3.565 -3.246
C -3.357 2.438 3.024
C -3.936 1.172 3.563
O -4.061 0.140 3.003
N -4.596 1.334 4.952
H -4.692 0.385 5.325
H -3.893 1.774 5.550
C -5.972 1.967 5.025
H -2.436 2.707 3.549
H -4.087 3.246 2.963
H -3.026 2.267 1.998
H -6.106 2.275 6.057
H -6.720 1.251 4.703
H -5.919 2.800 4.328
C -3.592 -0.971 0.017
N -2.965 -2.364 -0.063
C -1.524 -2.130 -0.547
C -2.917 -3.097 1.236
C -3.612 -3.206 -1.148
C -5.122 -3.200 -1.200
O -5.736 -3.424 0.065
H -4.498 -1.051 0.604
H -3.761 -0.751 -1.037
H -2.773 -0.304 0.279
H -1.677 -1.513 -1.423
H -1.099 -3.108 -0.745
H -1.092 -1.660 0.332
H -2.589 -4.124 1.101
H -3.908 -3.061 1.681
H -2.212 -2.604 1.904
H -3.270 -4.230 -1.010
H -3.340 -2.902 -2.159
H -5.421 -4.034 -1.845
H -5.623 -2.338 -1.643
H -5.860 -4.366 0.211
C -1.396 1.142 -8.366
N 0.027 1.476 -8.025
C -0.054 1.854 -6.561
C 0.897 0.237 -8.223
C 0.476 2.681 -8.827
C 1.983 2.973 -8.870
O 2.561 1.978 -9.707
H -1.373 0.995 -9.447
H -2.051 2.005 -8.236
H -1.827 0.323 -7.801
H -0.607 1.067 -6.057
H -0.471 2.842 -6.384
H 0.982 1.859 -6.221
H 0.884 0.131 -9.305
H 0.394 -0.604 -7.756
H 1.877 0.466 -7.824
H -0.166 3.525 -8.543
H -0.075 2.694 -9.777
H 2.312 3.074 -7.829
H 2.172 3.992 -9.219
H 3.485 1.975 -9.416
C 1.355 0.471 2.910
C 0.175 -0.368 3.461
C 0.727 -1.742 3.909
C 1.273 -1.690 5.308
N 1.851 -2.932 5.899
C 0.721 -3.935 6.218
C 1.073 -4.642 7.556
C 2.429 -4.126 7.963
C 2.446 -2.759 7.297
C 2.917 -3.533 4.978
C 4.130 -2.614 4.722
C 5.064 -3.259 3.696
H 2.259 -0.087 2.689
H 1.603 1.076 3.790
H 0.993 1.221 2.216
H -0.588 -0.435 2.681
H -0.309 0.099 4.328
H 1.267 -2.121 3.041
H -0.177 -2.371 3.915
H 0.508 -1.191 5.910
H 2.085 -0.976 5.482
H 0.621 -4.668 5.420
H -0.199 -3.363 6.300
H 1.118 -5.728 7.468
H 0.289 -4.437 8.284
H 3.276 -4.677 7.558
H 2.564 -3.944 9.027
H 3.431 -2.308 7.210
H 1.813 -2.060 7.847
H 2.281 -3.721 4.114
H 3.234 -4.496 5.375
H 4.650 -2.294 5.623
H 3.769 -1.690 4.263
H 5.801 -2.586 3.254
H 4.528 -3.424 2.756
H 5.525 -4.176 4.058
P 4.557 -0.494 0.675
F 4.445 -0.246 -0.944
F 5.727 0.626 0.821
F 3.590 0.776 1.036
F 4.730 -0.871 2.254
F 3.391 -1.602 0.482
F 5.679 -1.597 0.212
P -0.281 5.171 1.504
F -0.079 6.438 0.496
F 0.924 4.427 0.729
F 0.766 5.801 2.568
F -0.471 3.824 2.436
F -1.532 5.893 2.196
F -1.394 4.498 0.476
P 0.627 -1.064 -4.190
F 0.350 -0.679 -5.756
F 0.262 0.475 -3.805
F -0.948 -1.314 -3.833
F 1.126 -1.430 -2.706
F 0.824 -2.612 -4.563
F 2.161 -0.638 -4.553
P 2.236 4.262 -4.115
F 0.747 4.535 -4.676
F 2.690 5.776 -4.492
F 1.642 4.742 -2.639
F 3.716 4.127 -3.512
F 1.829 2.758 -3.660
F 2.760 3.738 -5.556
*
```

For the strongest force on any atom, the calculation gives 4.12 eV/Å. For the energy relative to the best compared isomer or geometry (same formula, charge and spin), the calculation gives 4.077 eV. The value obtained for the orbital gap is 0.2816 hartree. The calculation puts the HOMO energy at -11.6 eV.

***

(4)
# C27H68FO7P

A 6-piece molecular cluster, C27H68FO7P overall (ωB97M-V/def2-TZVPD, the OMol25 dataset).

The geometry in ORCA input format:
```
! RIJCOSX wB97M-V def2-TZVPD def2/J DEFGRID3
* xyz 0 1
C 0.237 -3.880 0.989
C -0.317 -2.464 1.120
C -1.839 -2.416 1.197
C -2.361 -0.986 1.293
O -3.666 -0.840 0.765
P -4.920 -0.884 1.904
F -6.138 -0.890 3.090
C -6.170 -0.747 0.597
C -7.392 -1.662 0.725
C -7.058 -3.111 1.083
O -5.813 -3.554 0.547
H 1.271 -3.945 1.332
H 0.213 -4.225 -0.047
H -0.353 -4.588 1.580
H 0.019 -1.856 0.273
H 0.088 -2.001 2.028
H -2.153 -2.985 2.079
H -2.294 -2.896 0.325
H -2.345 -0.664 2.349
H -1.698 -0.302 0.752
H -4.444 0.276 2.521
H -4.498 -2.106 2.422
H -6.504 0.295 0.650
H -5.658 -0.868 -0.354
H -8.067 -1.269 1.486
H -7.934 -1.633 -0.225
H -6.952 -3.214 2.163
H -7.868 -3.775 0.763
H -5.806 -3.399 -0.406
C 3.448 0.088 -3.112
C 2.245 -0.816 -2.907
O 1.592 -0.611 -1.665
C 1.071 0.692 -1.453
C 0.044 1.124 -2.484
H 4.153 -0.028 -2.286
H 3.957 -0.166 -4.043
H 3.163 1.140 -3.169
H 2.564 -1.858 -2.880
H 1.542 -0.714 -3.741
H 1.879 1.429 -1.386
H 0.608 0.643 -0.470
H 0.469 1.207 -3.485
H -0.360 2.102 -2.218
H -0.781 0.411 -2.529
C -3.349 2.447 -7.567
C -2.777 1.975 -6.241
O -1.382 2.184 -6.103
C -0.943 3.528 -6.183
C -1.538 4.438 -5.122
H -2.829 1.972 -8.400
H -4.406 2.183 -7.623
H -3.273 3.528 -7.686
H -2.900 0.895 -6.147
H -3.322 2.433 -5.409
H -1.127 3.938 -7.183
H 0.138 3.472 -6.055
H -2.619 4.539 -5.225
H -1.106 5.436 -5.201
H -1.326 4.047 -4.126
C -2.066 -4.574 5.022
C -0.746 -3.824 4.975
O -0.882 -2.436 4.723
C -1.611 -1.693 5.686
C -0.989 -1.700 7.071
H -2.625 -4.427 4.096
H -1.877 -5.641 5.145
H -2.693 -4.252 5.855
H -0.139 -4.192 4.147
H -0.176 -3.997 5.895
H -2.657 -2.018 5.739
H -1.616 -0.678 5.288
H -0.996 -2.694 7.520
H -1.555 -1.038 7.729
H 0.043 -1.348 7.029
C 6.376 2.339 -3.467
C 6.014 2.816 -2.071
O 6.585 2.045 -1.028
C 8.000 2.002 -0.991
C 8.659 3.359 -0.813
H 6.099 1.291 -3.591
H 5.835 2.929 -4.208
H 7.441 2.439 -3.681
H 4.938 2.724 -1.917
H 6.265 3.877 -1.954
H 8.397 1.503 -1.882
H 8.230 1.363 -0.138
H 8.479 4.018 -1.663
H 9.738 3.231 -0.719
H 8.289 3.850 0.088
C 0.297 0.820 3.725
C 0.754 1.247 2.344
O 1.896 2.083 2.319
C 3.091 1.501 2.816
C 3.547 0.273 2.045
H 0.077 1.682 4.356
H -0.607 0.218 3.618
H 1.035 0.196 4.232
H -0.029 1.836 1.863
H 0.916 0.357 1.727
H 2.993 1.267 3.882
H 3.836 2.292 2.727
H 2.842 -0.555 2.133
H 4.506 -0.068 2.438
H 3.673 0.506 0.987
*
```

Its SMILES is CCCCO[PH2](F)CCCO.CCOCC.CCOCC.CCOCC.CCOCC.CCOCC. For the strongest force on any atom, the calculation gives 0.22 eV/Å. The value obtained for the orbital gap is 0.3725 hartree. The calculation puts the HOMO energy at -9.4 eV.